1.
{
  "formula": "C18H17ClN2O",
  "method": "ωB97M-V with the def2-TZVPD basis set",
  "smiles": "N#C[C@@H](c1ccccc1)N(Cc1ccccc1)C(=O)CCCl",
  "e_lumo_ev": 0.6,
  "homo_ev": -9.4,
  "de_lowest_kj_mol": 89.80,
  "symbols": ["N", "C", "C", "N", "C", "O", "C", "C", "H", "H", "Cl", "H", "H", "C", "C", "C", "C", "C", "C", "C", "H", "H", "H", "H", "H", "H", "H", "C", "C", "C", "C", "C", "C", "H", "H", "H", "H", "H", "H"],
  "xyz": [[0.582103, 1.423283, -2.623415], [0.488863, 0.481739, -1.981684], [0.399628, -0.749414, -1.222489], [-0.613317, -0.669495, -0.165844], [-1.706834, -1.459123, -0.289935], [-1.846433, -2.210634, -1.237377], [-2.746916, -1.380266, 0.819910], [-3.934756, -2.258595, 0.458317], [-3.633379, -3.298909, 0.344178], [-4.408639, -1.918588, -0.461627], [-5.159180, -2.190467, 1.750517], [-3.081094, -0.350396, 0.957784], [-2.306853, -1.732435, 1.756357], [-0.329233, 0.252938, 0.914365], [-0.433038, 1.694284, 0.473994], [-1.541535, 2.135867, -0.237265], [-1.628149, 3.452139, -0.650581], [-0.611191, 4.342225, -0.351350], [0.492517, 3.911046, 0.363075], [0.581731, 2.592492, 0.772125], [1.447603, 2.255685, 1.325173], [1.290364, 4.600089, 0.596843], [-0.677098, 5.368750, -0.678527], [-2.489664, 3.781910, -1.211167], [-2.331314, 1.442454, -0.488957], [-1.016572, 0.069960, 1.741070], [0.686319, 0.055116, 1.277667], [1.741151, -1.168081, -0.655451], [2.778930, -0.261099, -0.487069], [3.977203, -0.676522, 0.069085], [4.141833, -1.992256, 0.466128], [3.105795, -2.897608, 0.303917], [1.909358, -2.488251, -0.255778], [1.099114, -3.191122, -0.386627], [3.231101, -3.925157, 0.610731], [5.076869, -2.313205, 0.900110], [4.782525, 0.031864, 0.193126], [2.650572, 0.766148, -0.796888], [0.031618, -1.526363, -1.912442]],
  "atomic_forces_ev_per_a": [[0.08, 0.39, -0.34], [0.00, 0.20, -0.32], [-0.22, -0.93, 0.25], [0.54, 0.17, -0.23], [-0.28, -0.06, 0.27], [-0.21, -0.22, -0.15], [-0.13, -0.24, -0.25], [0.18, 0.00, -0.15], [-0.07, 0.15, -0.03], [0.06, -0.10, 0.10], [-0.11, 0.02, 0.13], [0.06, -0.01, 0.10], [-0.02, 0.12, 0.01], [-0.05, 0.15, 0.24], [-0.02, 0.12, 0.15], [0.04, 0.03, 0.12], [-0.11, -0.06, 0.00], [0.05, 0.07, -0.01], [0.05, 0.10, 0.00], [-0.10, -0.12, 0.05], [0.10, -0.05, 0.04], [0.07, 0.07, 0.01], [0.00, 0.09, -0.04], [-0.07, 0.03, -0.06], [-0.08, -0.08, -0.06], [0.10, -0.07, -0.07], [-0.18, 0.02, 0.05], [0.14, 0.07, -0.04], [-0.10, -0.09, -0.06], [0.08, 0.01, 0.06], [0.07, 0.03, 0.02], [-0.04, -0.07, 0.02], [-0.05, 0.07, -0.02], [-0.10, -0.09, -0.02], [0.01, -0.09, 0.02], [0.08, -0.03, 0.03], [0.07, 0.06, 0.01], [0.00, 0.10, -0.05], [0.15, 0.25, 0.22]]
}



2.
{
  "formula": "C4H6N2O",
  "method": "ωB97M-V with the def2-TZVPD basis set",
  "smiles": "Nc1[nH]ccc1O",
  "e_lumo_ev": 0.9,
  "homo_ev": -7.7,
  "de_lowest_kj_mol": 168.33,
  "symbols": ["N", "C", "C", "O", "C", "C", "N", "H", "H", "H", "H", "H", "H"],
  "xyz": [[-0.430837, 1.868663, -0.807019], [-0.215691, 0.559388, -0.354633], [0.645249, 0.108058, 0.596370], [1.329928, 0.950255, 1.474004], [0.632263, -1.321937, 0.605783], [-0.225204, -1.686253, -0.400332], [-0.723202, -0.546950, -0.982582], [0.300034, 2.467447, -0.438864], [-1.312494, 2.288085, -0.531844], [0.711181, 0.483445, 2.083325], [1.171384, -1.999517, 1.261505], [-0.529649, -2.664823, -0.741549], [-1.352872, -0.506285, -1.764416]],
  "atomic_forces_ev_per_a": [[-0.02, 0.35, -0.06], [0.14, -0.11, -0.31], [0.37, -0.34, -1.63], [-1.47, -1.51, 0.59], [0.02, 0.05, -0.25], [-0.18, -0.08, 0.00], [-0.15, -0.08, -0.11], [-0.01, -0.07, -0.11], [-0.04, -0.28, 0.04], [1.31, 1.69, 1.97], [-0.07, 0.27, -0.20], [0.02, 0.14, 0.06], [0.07, -0.05, 0.01]]
}



3.
{
  "formula": "C4H9Cl2ISi",
  "method": "ωB97M-V with the def2-TZVPD basis set",
  "e_lumo_ev": 0.3,
  "homo_ev": -9.1,
  "de_lowest_kj_mol": 65.45,
  "symbols": ["C", "C", "C", "C", "Si", "Cl", "Cl", "I", "H", "H", "H", "H", "H", "H", "H", "H", "H"],
  "xyz": [[-1.744091, -1.034008, -0.698840], [-0.386386, -0.512849, 2.198338], [1.533032, 0.870863, -0.197695], [1.077966, 1.477917, -1.505724], [-0.263781, -0.844970, 0.337881], [-0.448473, 2.320606, -1.103671], [2.204346, 2.691781, -2.253920], [0.870262, -3.098883, 0.051860], [-2.359443, -1.548878, 0.014444], [-2.385552, -0.169196, -0.812329], [-1.671187, -1.732815, -1.556903], [0.594759, -0.134462, 2.347847], [-1.166172, 0.201107, 2.400146], [-0.665278, -1.391055, 2.799542], [1.423472, 1.652044, 0.577776], [2.596667, 0.446092, -0.240674], [0.789860, 0.806705, -2.358078]],
  "atomic_forces_ev_per_a": [[-0.75, -0.28, -0.31], [-1.24, -1.06, -1.16], [-0.52, -1.76, -0.20], [-0.54, -0.39, -0.50], [3.38, 0.98, 0.14], [-0.45, 0.35, -0.21], [-0.05, -0.37, 0.33], [-0.23, 0.74, 0.12], [-0.41, -0.96, 0.67], [0.35, 0.50, -0.77], [0.09, 0.89, 0.33], [0.72, 0.33, 0.89], [-0.06, 0.76, 0.04], [0.57, 0.11, -0.30], [0.19, -0.63, -0.22], [-1.70, 0.37, 0.09], [0.64, 0.41, 1.06]]
}